The following is a quantum chemistry calculation of a molecular structure, C5H10N2, from the OMol25 dataset.

E_tot   -305.81885 a.u.
Orbital gap   0.3261 hartree
Largest force on an atom   4.53 eV/Å
Energy relative to the best compared isomer or geometry (same formula, charge and spin)   538.2 kJ/mol
Charge   0
2S+1   1

```
17
Properties=species:S:1:pos:R:3:lowdin_charge:R:1
C 0.71186 -0.87162 1.15516 0.071
C 1.27246 0.02053 0.36035 -0.280
C 0.63444 -1.08558 -0.34699 -0.063
C 2.10965 1.24205 0.31972 -0.024
C -2.37272 0.67617 0.07364 -0.094
N -0.93239 -0.50359 -1.29736 -0.055
N -1.17795 0.77601 -0.86620 -0.234
H 0.46563 -1.19277 2.13951 0.092
H 1.03227 -1.85771 -0.91311 0.071
H 1.53606 2.04806 -0.06373 0.067
H 2.92856 1.08774 -0.27604 0.049
H 2.42701 1.37436 1.39267 0.111
H -1.98171 0.00124 0.78098 0.031
H -2.53218 1.76318 0.46469 0.105
H -3.17373 0.33295 -0.55529 0.056
H -0.34822 -0.49586 -2.12268 0.044
H -0.46075 1.17829 -0.24114 0.053
```

---

The following is a quantum chemistry calculation of a molecular structure, C26H30N4NiO4S, from the OMol25 dataset.

E_tot   -3435.23232 a.u.
Orbital gap   0.1960 hartree
Largest force on an atom   0.99 eV/Å
Energy relative to the best compared isomer or geometry (same formula, charge and spin)   0.0 kJ/mol
Charge   -2
2S+1   1

```
66
Properties=species:S:1:pos:R:3:lowdin_charge:R:1
Ni -0.21411 0.54791 0.40241 0.404
C 2.79154 -2.44369 -0.43548 -0.093
C 3.22806 -2.67712 0.81793 -0.162
C 2.56326 -2.11942 1.95491 -0.102
C 1.59476 -1.16376 1.68609 -0.278
N 1.14059 -0.84494 0.45687 0.006
C 1.49565 -1.70511 -0.66417 -0.326
C 0.96729 -0.30637 2.73107 -0.155
C 1.20502 -0.28494 4.10040 -0.063
C 0.50204 0.62533 4.88550 -0.125
C -0.41926 1.51118 4.32248 -0.075
C -0.66401 1.49789 2.94774 -0.156
C 0.04034 0.57903 2.17333 -0.087
H 3.30855 -2.85636 -1.29357 0.081
H 4.12696 -3.27383 0.96424 0.078
H 2.91422 -2.28948 2.96232 0.059
H 1.58435 -1.07477 -1.55755 0.105
H 1.92603 -0.95577 4.55532 0.087
H 0.67244 0.65239 5.95788 0.077
H -0.92853 2.19902 4.98575 0.074
H -2.60835 1.84230 2.12967 0.142
C 0.32147 -2.70541 -0.91010 -0.088
C 0.59193 -3.69469 -2.00539 -0.213
C 0.77486 -3.25801 -3.32031 -0.020
C 1.05963 -4.15215 -4.34125 -0.097
C 1.17390 -5.50907 -4.07343 -0.133
C 1.00043 -5.95803 -2.77189 -0.115
C 0.71560 -5.05723 -1.75120 -0.046
H 0.15757 -3.23125 0.03454 0.119
H -0.58867 -2.13722 -1.12756 0.112
H 0.67782 -2.19929 -3.52217 0.084
H 1.18845 -3.78832 -5.35443 0.091
H 1.39440 -6.20932 -4.87068 0.082
H 1.09067 -7.01509 -2.54704 0.085
H 0.59401 -5.40644 -0.73243 0.106
O -1.81559 -0.56423 -3.32480 0.008
S -2.56958 0.95098 -0.84765 0.533
O -3.62631 1.18809 -1.79334 -0.301
O -2.27233 2.36688 -0.19439 -0.326
O -2.80144 0.00487 0.21311 -0.306
C 0.41277 0.03809 -4.69696 -0.110
N 0.29340 0.30623 -3.28969 -0.182
C 1.17146 1.35083 -2.81885 -0.088
C -0.97940 0.09120 -2.70913 -0.603
N -1.09978 0.66518 -1.48813 -0.100
H 0.22457 0.94285 -5.29740 0.081
H -0.31288 -0.72214 -4.97910 0.073
H 1.42576 -0.31078 -4.93431 0.078
H 0.96985 2.30853 -3.32708 0.083
H 2.20863 1.06792 -3.02335 0.079
H 1.05365 1.49911 -1.75019 0.060
C -0.48113 4.48305 2.84339 -0.059
C -1.82449 3.82321 2.52575 -0.546
C -2.47166 4.63108 1.39589 -0.078
C -2.77368 3.90796 3.72604 -0.064
C -1.62446 2.33327 2.09415 -0.269
N -1.07505 2.21031 0.72245 -0.075
H -0.62053 5.55086 3.04457 0.070
H 0.18416 4.37784 1.98551 0.085
H 0.01049 4.03258 3.70254 0.064
H -2.62431 5.66296 1.73355 0.072
H -3.43625 4.21261 1.10853 0.080
H -1.84082 4.63445 0.50986 0.075
H -2.88265 4.94928 4.04638 0.072
H -2.43756 3.33085 4.58401 0.052
H -3.76377 3.53817 3.44889 0.080
```

---

The following is a quantum chemistry calculation of 2 unconnected molecules or ions with the total composition C4H8O2, from the OMol25 dataset.

E_tot   -307.64820 a.u.
Orbital gap   0.3834 hartree
Largest force on an atom   2.24 eV/Å
Energy relative to the best compared isomer or geometry (same formula, charge and spin)   168.6 kJ/mol
Structure (SMILES)   C=CC.O=CO
Charge   0
2S+1   1

```
14
Properties=species:S:1:pos:R:3:lowdin_charge:R:1
C -0.97463 0.97900 -1.75207 -0.030
C 0.33458 0.69977 -1.80898 -0.243
C 1.43990 1.24022 -0.88002 -0.095
H -1.63510 0.23287 -2.18349 0.047
H -1.32552 1.69713 -1.02315 0.049
H 0.66050 -0.00906 -2.54582 0.077
H 1.86963 0.26774 -0.64520 0.069
H 2.10165 1.92908 -1.38504 0.060
H 0.99532 1.80563 -0.05474 0.070
O -0.86730 -0.81111 3.31844 0.065
C -0.48540 -1.80654 2.77425 -0.415
O -0.91542 -2.27458 1.60499 0.086
H 0.33514 -2.38308 3.22582 0.140
H -1.53337 -1.56705 1.35501 0.121
```

---

The following is a quantum chemistry calculation of 2 unconnected molecules or ions with the total composition C4H11NO, from the OMol25 dataset.

E_tot   -288.97723 a.u.
Orbital gap   0.3749 hartree
Largest force on an atom   6.09 eV/Å
Energy relative to the best compared isomer or geometry (same formula, charge and spin)   104.5 kJ/mol
Structure (SMILES)   CC(N)=O.CC
Charge   0
2S+1   1

```
17
Properties=species:S:1:pos:R:3:lowdin_charge:R:1
C -1.47127 -0.22302 -1.97394 -0.023
C -1.75499 -1.38205 -1.02117 -0.532
N -1.34670 -1.35572 0.26201 0.143
O -2.34010 -2.49345 -1.38110 -0.067
H -2.44199 0.42133 -1.82530 0.118
H -1.47335 -0.50617 -3.09294 0.110
H -0.62818 0.43558 -1.71305 0.051
H -1.69584 -1.99605 0.99266 0.135
H -0.81516 -0.59347 0.59762 0.057
C 1.83710 0.64576 0.47002 -0.169
C 1.57310 1.18428 1.90627 -0.156
H 2.21021 1.45486 -0.18585 0.064
H 2.63214 -0.13012 0.49646 0.075
H 0.96283 0.30658 -0.12665 0.020
H 2.33866 1.98640 1.95903 0.065
H 0.59570 1.71970 1.94681 0.074
H 1.81787 0.52556 2.68914 0.037
```

---

Which value of E_tot does entry 1 give? -305.81885 a.u.